Record 1
DFT (ωB97M-V/def2-TZVPD) results for a single C23H22N4O3 molecule at a distorted geometry.

Each line ends with the Mulliken charge.
Atoms and positions in Å:
C -4.92 -0.41 -5.01  -1.25
C -3.75 0.09 -4.26  0.19
C -2.63 -0.52 -3.77  -0.16
C -1.92 0.54 -3.14  0.56
N -2.58 1.67 -3.26  -0.67
O -3.70 1.40 -3.94  -0.13
C -0.67 0.43 -2.44  0.58
N -0.05 1.32 -1.73  -0.75
N 1.06 0.73 -1.26  -0.11
C 1.08 -0.49 -1.70  0.67
O 0.00 -0.75 -2.46  -0.32
C 2.11 -1.52 -1.43  -0.91
C 1.64 -2.53 -0.38  -0.76
H 2.33 -3.38 -0.37  0.38
C 1.54 -2.05 1.07  0.70
O 1.40 -2.87 1.96  -0.70
N 1.60 -0.73 1.29  0.26
H 1.65 -0.07 0.52  0.26
C 1.34 -0.16 2.59  -0.15
C 2.52 0.67 3.06  0.05
C 3.07 0.47 4.32  -0.35
C 4.14 1.23 4.75  -0.65
C 4.68 2.20 3.92  -0.46
C 4.14 2.40 2.66  -0.78
C 3.06 1.64 2.23  -0.45
H 2.65 1.82 1.25  0.35
H 4.56 3.16 2.01  0.40
H 5.51 2.79 4.25  0.38
H 4.55 1.06 5.73  0.39
H 2.65 -0.29 4.96  0.40
H 1.19 -1.00 3.27  0.64
C 0.07 0.72 2.55  -1.09
C -1.05 0.10 1.76  0.81
C -1.74 0.86 0.82  -0.62
C -2.77 0.32 0.08  -0.49
C -3.12 -1.02 0.25  -0.51
C -2.44 -1.78 1.18  -0.74
C -1.42 -1.23 1.94  -0.26
H -0.91 -1.84 2.66  0.32
H -2.70 -2.82 1.32  0.43
H -3.91 -1.45 -0.34  0.42
H -3.30 0.93 -0.63  0.56
H -1.47 1.90 0.66  0.27
H 0.32 1.68 2.10  0.46
H -0.25 0.91 3.57  0.41
H 0.66 -2.91 -0.65  0.26
H 2.31 -2.05 -2.36  0.40
H 3.03 -1.02 -1.10  0.31
H -2.34 -1.55 -3.83  0.46
H -4.69 -1.39 -5.44  0.33
H -5.19 0.29 -5.79  0.36
H -5.78 -0.51 -4.34  0.28

Orbital gap ... 9.24 eV
Energy above the lowest of the compared OMol25 structures with the same formula, charge and spin ... 205.9 kJ/mol
Energy ... -1334.378043 a.u.
F_max ... 0.03170 hartree/bohr

Record 2
DFT (ωB97M-V/def2-TZVPD) results for a molecular structure, C23H23AsEuP at a distorted geometry.

Each line ends with the Mulliken charge.
Atoms and positions in Å:
C -0.41 -0.87 -4.82  -0.56
C 0.68 -1.77 -4.57  -0.55
C 1.82 -1.00 -4.18  -0.57
C 1.44 0.39 -4.21  -0.61
C 0.07 0.47 -4.64  -0.48
Eu 0.14 -0.59 -2.16  0.38
P -2.32 -1.88 -1.61  -0.02
H -1.38 -1.14 -5.20  0.48
H 0.59 -2.85 -4.61  0.39
H 2.73 -1.41 -3.73  0.44
H -0.53 1.38 -4.76  0.45
H 2.02 1.21 -3.81  0.42
H -2.22 -2.57 -0.36  -0.02
H -2.94 -2.91 -2.35  0.05
H -3.45 -1.08 -1.30  -0.04
C -3.08 -0.64 4.11  -0.41
C -3.50 -0.03 2.93  -0.58
C -2.59 0.11 1.88  -0.42
C -1.29 -0.36 2.10  0.08
C -0.85 -1.03 3.24  -0.29
C -1.77 -1.15 4.29  -0.53
As -0.07 -0.21 0.64  0.56
C -0.23 1.73 0.24  0.43
C -0.68 2.26 -0.97  -0.11
C -0.90 3.64 -1.08  -0.79
C -0.69 4.46 0.05  -0.46
C -0.29 3.92 1.27  -0.64
C -0.06 2.54 1.38  -0.38
C 1.73 -0.87 1.07  0.00
C 2.77 0.05 1.21  -0.41
C 4.05 -0.44 1.52  -0.56
C 4.26 -1.83 1.59  -0.47
C 3.23 -2.74 1.32  -0.54
C 1.96 -2.26 1.01  -0.41
H -3.78 -0.74 4.93  0.34
H -4.52 0.35 2.80  0.35
H -2.86 0.57 0.92  0.39
H 0.18 -1.39 3.29  0.32
H -1.44 -1.62 5.22  0.39
H -0.98 1.66 -1.86  0.17
H -1.24 4.05 -2.02  0.41
H -0.86 5.53 -0.04  0.34
H -0.14 4.55 2.14  0.35
H 0.19 2.08 2.33  0.39
H 2.56 1.11 1.09  0.28
H 4.86 0.25 1.73  0.36
H 5.25 -2.20 1.86  0.33
H 3.41 -3.81 1.37  0.36
H 1.14 -2.93 0.74  0.38

Orbital gap (alpha / beta) ... 3.25 / 4.22 eV
Spin multiplicity ... 8
Net charge ... -1
Energy ... -4177.411100 a.u.
F_max ... 0.04968 hartree/bohr
⟨S²⟩ ... 15.8234

Record 3
DFT (ωB97M-V/def2-TZVPD) results for a single C23H23ClN6O3S molecule at a distorted geometry.

Each line ends with the Mulliken charge.
Atoms and positions in Å:
O 2.68 -3.48 0.08  -0.65
C 2.11 -2.42 0.22  -0.26
C 2.30 -1.15 -0.42  0.17
N 3.15 -0.70 -1.38  -0.54
N 2.90 0.52 -1.61  -0.78
N 1.89 0.94 -0.84  1.38
C 1.47 -0.08 -0.07  0.49
N 0.45 -0.09 0.82  0.20
C 0.26 -1.24 1.39  -0.06
N 1.04 -2.32 1.15  0.02
H 0.86 -3.19 1.64  0.22
C -0.86 -1.37 2.39  0.38
H -0.42 -1.23 3.39  0.43
C -1.91 -0.27 2.15  -1.36
C -2.58 -0.50 0.79  0.06
N -3.16 -1.82 0.75  -0.06
S -4.41 -2.12 -0.29  1.17
O -5.14 -0.89 -0.44  -0.66
O -5.10 -3.27 0.21  -0.72
C -3.71 -2.61 -1.92  -1.36
C -2.54 -1.77 -2.29  0.60
C -1.27 -2.31 -2.40  -0.36
C -0.19 -1.52 -2.74  -0.71
C -0.37 -0.17 -2.97  -0.48
C -1.63 0.39 -2.85  -0.76
C -2.71 -0.41 -2.52  -0.14
H -3.70 0.02 -2.42  0.43
H -1.78 1.44 -3.03  0.42
H 0.47 0.45 -3.26  0.55
H 0.80 -1.96 -2.84  0.56
H -1.12 -3.37 -2.24  0.39
H -3.46 -3.66 -1.83  0.38
H -4.55 -2.48 -2.60  0.54
C -2.25 -2.91 0.98  -0.03
C -1.58 -2.72 2.34  -1.92
H -0.90 -3.56 2.54  0.50
H -2.35 -2.73 3.12  0.51
H -2.84 -3.82 0.97  0.61
H -1.48 -2.96 0.19  -0.06
H -3.40 0.21 0.64  0.69
H -1.83 -0.36 0.00  -0.23
H -1.44 0.71 2.16  0.25
H -2.66 -0.32 2.94  0.49
C 1.41 2.30 -0.87  -1.25
C 2.00 3.08 0.28  0.52
C 1.48 2.93 1.56  -0.08
C 2.04 3.62 2.62  -0.66
C 3.12 4.46 2.42  -0.55
C 3.64 4.60 1.14  0.19
C 3.09 3.91 0.07  -0.79
H 3.51 4.02 -0.91  0.42
Cl 5.00 5.63 0.88  -0.22
H 3.56 5.00 3.24  0.42
H 1.63 3.50 3.62  0.40
H 0.64 2.27 1.72  0.47
H 0.32 2.27 -0.79  0.31
H 1.71 2.73 -1.82  0.50

Orbital gap ... 9.56 eV
Energy above the lowest of the compared OMol25 structures with the same formula, charge and spin ... 0.0 kJ/mol
Energy ... -2302.924788 a.u.
F_max ... 0.02711 hartree/bohr

Record 4
DFT (ωB97M-V/def2-TZVPD) results for a molecular structure, C23H23IN2O2RhTe.

Each line ends with the Mulliken charge.
Atoms and positions in Å:
Rh 0.86 0.66 -0.68  0.11
C 0.69 0.90 -5.29  -1.26
C -0.28 -0.03 -4.63  1.01
N -1.25 -0.56 -5.33  -0.63
C -2.13 -1.40 -4.74  -1.05
C -2.06 -1.76 -3.42  0.46
C -3.06 -2.73 -2.85  -0.85
O -3.65 -2.15 -1.67  -0.51
C -1.03 -1.19 -2.63  -0.53
C -0.91 -1.58 -1.26  0.42
N -0.22 -0.98 -0.34  0.26
C -0.21 -1.53 0.97  -0.15
C -1.38 -2.00 1.56  0.08
C -1.33 -2.55 2.83  -0.92
C -0.13 -2.63 3.52  -0.63
C 1.04 -2.16 2.94  -0.51
C 0.99 -1.61 1.67  0.13
I 2.74 -0.91 0.76  0.19
C -0.13 -0.30 -3.23  0.40
O 0.87 0.27 -2.61  -1.03
H 0.39 1.04 -6.33  0.38
H 1.70 0.49 -5.25  0.30
H 0.71 1.87 -4.79  0.29
H -2.91 -1.79 -5.38  0.35
H -2.57 -3.67 -2.59  0.32
H -3.82 -2.94 -3.60  0.46
H -4.52 -2.53 -1.55  0.33
H -1.42 -2.49 -0.96  0.81
H -2.31 -1.90 1.03  0.58
H -2.24 -2.91 3.29  0.40
H -0.09 -3.06 4.51  0.43
H 1.98 -2.23 3.47  0.46
C 3.29 2.14 4.11  -1.56
C 2.24 2.12 3.03  0.62
C 2.54 2.51 1.74  -1.58
C 1.57 2.49 0.74  1.31
C 1.95 2.85 -0.68  -1.40
C 0.24 2.11 1.06  0.19
Te -1.18 2.18 -0.49  0.20
C -0.07 1.70 2.39  1.23
C -1.46 1.34 2.81  -1.89
C 0.94 1.70 3.33  -0.66
H 4.26 2.43 3.72  0.37
H 3.38 1.16 4.57  0.34
H 3.01 2.85 4.89  0.38
H 3.55 2.81 1.49  0.31
H 3.01 3.09 -0.73  0.47
H 1.36 3.68 -1.06  0.40
H 1.79 2.05 -1.45  0.54
H -2.01 0.84 2.01  0.41
H -2.01 2.25 3.06  0.39
H -1.44 0.69 3.69  0.38
H 0.71 1.38 4.34  0.45

Orbital gap ... 6.40 eV
Energy above the lowest of the compared OMol25 structures with the same formula, charge and spin ... 6.9 kJ/mol
Net charge ... +1
Energy ... -1826.263773 a.u.
F_max ... 0.01086 hartree/bohr

Record 5
DFT (ωB97M-V/def2-TZVPD) results for a molecular structure, C23H23N3O at a distorted geometry.

Each line ends with the Mulliken charge.
Atoms and positions in Å:
O 0.88 1.54 3.27  -0.68
C 0.18 0.99 2.44  -0.06
N 0.14 -0.42 2.40  -0.25
H -0.29 -0.87 1.80  0.42
C 1.21 -1.02 3.42  -1.56
C 2.13 -1.91 2.58  0.36
C 2.76 -1.22 1.73  0.35
N 3.84 -1.65 0.64  -0.55
C 4.05 -2.99 0.72  -0.27
C 3.27 -3.78 1.65  -0.56
C 2.43 -3.45 2.41  -0.81
H 2.01 -3.96 3.19  0.54
H 3.54 -4.70 1.73  0.58
H 4.62 -3.45 -0.04  0.42
H 2.82 -0.02 1.44  0.29
H 1.57 -0.62 4.14  0.87
H 0.50 -1.88 4.06  0.25
C -0.61 1.47 1.53  0.98
C -0.05 2.59 0.57  -0.65
C -0.79 2.93 -0.36  0.09
C -1.82 2.49 -0.79  0.80
C -2.51 1.26 0.05  -1.49
C -1.83 0.87 1.04  -0.77
H -2.35 0.04 1.76  0.23
H -3.23 1.08 -0.46  1.67
C -2.58 2.86 -2.19  -1.56
N -2.23 2.06 -3.09  0.12
C -0.81 1.91 -3.86  -1.03
C 0.16 1.16 -2.74  -1.19
C -0.44 0.05 -2.09  1.26
C 0.53 -0.75 -1.42  -1.22
C 0.10 -1.74 -0.62  -0.88
C -1.38 -2.16 -0.76  -0.62
C -2.18 -1.30 -1.42  -0.76
C -1.70 -0.26 -2.14  0.90
C -2.65 0.42 -3.23  -1.08
H -2.55 0.22 -4.15  0.61
H -3.84 0.38 -2.59  0.30
H -3.23 -1.69 -1.61  0.23
H -1.73 -3.19 -0.18  0.18
H 0.47 -2.39 0.05  0.84
H 1.43 -0.70 -1.12  0.97
H 0.67 1.87 -2.02  0.12
H 1.01 0.96 -3.36  0.68
H -0.73 1.47 -4.71  0.56
H -0.64 3.15 -3.88  0.26
H -3.73 2.90 -1.99  0.29
H -2.36 3.97 -2.38  0.39
H -0.23 3.87 -1.07  0.05
H 0.94 2.87 1.09  0.37

Orbital gap ... 7.92 eV
Energy above the lowest of the compared OMol25 structures with the same formula, charge and spin ... 2145.7 kJ/mol
Energy ... -1128.977596 a.u.
F_max ... 0.33511 hartree/bohr